[1]
Entry from OMol25: C5H11IrMgO4 as an isolated structure at a distorted geometry (wB97M-V/def2-TZVPD).

```
! wB97M-V def2-TZVPD RIJCOSX def2/J DEFGRID3
* xyz 1 6
O 2.09637 -0.40826 0.76539
C 1.76864 -1.76625 0.75689
C 0.78891 -2.16058 -0.34288
O -0.46770 -1.52552 -0.30850
C -0.62325 -0.32325 -1.10456
C -1.78368 0.44274 -0.53330
O -1.27019 1.25324 0.55880
C -2.18499 2.11596 1.19410
Ir 0.70295 0.88391 0.21185
H 1.35688 -2.07259 1.73737
H 2.67508 -2.38717 0.62191
H 0.61171 -3.24708 -0.28876
H 1.25883 -1.93113 -1.31684
H -0.82485 -0.58229 -2.15464
H -2.57932 -0.19346 -0.10656
H -2.20991 1.12680 -1.28466
H -1.63148 2.69969 1.93776
H -2.64743 2.80012 0.46539
H -2.96608 1.52086 1.69150
Mg 3.58692 0.83544 0.38188
O 2.23800 1.51932 -0.91189
H 2.10458 1.39952 -1.97021
*
```

Results
<S²> = 8.76
electronic energy = -802.03210 hartree
LUMO (spin up / spin down) = -3.18 / -5.79 eV

[2]
Entry from OMol25: an isolated ion of composition C5H11N and charge -1 at a distorted geometry (wB97M-V/def2-TZVPD).

```
! wB97M-V def2-TZVPD RIJCOSX def2/J DEFGRID3
* xyz -1 2
C -2.07805 -0.36882 -1.26715
N -1.30780 0.66791 -0.57057
C -0.53264 0.07744 0.54484
C 0.72380 -0.68015 0.08260
C 2.01434 0.06071 0.14734
C 2.38928 0.89646 1.14506
H -2.80975 -0.85237 -0.60004
H -1.41615 -1.15958 -1.61653
H -2.56445 0.07540 -2.14083
H -1.98320 1.30439 -0.16507
H -1.19488 -0.59081 1.11695
H -0.27826 0.90752 1.19333
H 0.49158 -0.88825 -0.96681
H 0.85303 -1.65854 0.61052
H 2.76384 -0.29956 -0.53859
H 1.67927 0.96857 1.95676
H 3.25003 1.53968 1.06820
*
```

Results
<S²> = 0.75
electronic energy = -251.75286 hartree
LUMO (spin up / spin down) = 4.10 / 4.01 eV

[3]
Entry from OMol25: a 2-piece molecular cluster, C5H11N overall at a distorted geometry (wB97M-V/def2-TZVPD).

```
! wB97M-V def2-TZVPD RIJCOSX def2/J DEFGRID3
* xyz -1 2
C -0.93410 -0.62641 -2.03745
C -2.30018 -0.03891 -1.87526
C -2.92970 -0.05776 -0.71164
H -0.43020 -0.29675 -2.95414
H -0.95714 -1.71319 -2.11770
H -0.30173 -0.27163 -1.22327
H -2.85782 0.22564 -2.77087
H -3.97151 0.22280 -0.66943
H -2.37663 -0.28901 0.19340
C 1.57607 0.91058 0.53992
C 1.66245 0.39188 1.77922
N 2.65665 -0.40718 2.25996
H 2.12714 0.47820 -0.28403
H 0.94324 1.73722 0.25980
H 0.91449 0.56542 2.54735
H 3.52893 -0.63481 1.81341
H 2.50790 -0.83983 3.17005
*
```

Results
<S²> = 0.75
electronic energy = -251.74417 hartree
LUMO (spin up / spin down) = 3.64 / 3.53 eV